Below is C4H7N3O in the gas phase, with properties calculated with wB97M-V/def2-TZVPD.

Last column: Löwdin charge in e.
Cartesian coordinates (Å):
C: -2.542 -0.719 0.517  -0.1465
N: -2.128 0.270 -0.425  -0.1868
N: -1.027 1.031 -0.197  0.0318
C: 0.154 0.451 -0.136  -0.3318
C: 1.376 1.131 0.249  -0.0306
C: 2.402 0.258 0.201  -0.1069
N: 1.946 -1.077 -0.025  0.0125
O: 0.525 -0.906 -0.259  -0.0551
H: -3.407 -1.237 -0.082  0.1022
H: -1.813 -1.463 0.838  0.0595
H: -3.083 -0.298 1.505  0.0999
H: -2.753 0.953 -0.869  0.1238
H: 1.255 2.201 0.736  0.1565
H: 3.441 0.268 0.444  0.1063
H: 2.293 -1.472 -0.965  0.1653

Cartesian forces (eV/Å) of the 6 atoms listed first:
C -4.2 0.0 0.5
N 0.2 0.4 -1.6
N 4.1 -0.9 0.8
C -0.8 0.2 0.6
C 0.3 2.2 1.2
C -1.1 -0.4 0.3

SMILES string ... CN/N=c1/cc[nH]o1
M ... 113.120 g mol⁻¹
Charge ... 0
Energy above the lowest of the compared OMol25 structures with the same formula, charge and spin ... 115.4 kcal/mol
Electronic energy ... -395.96449 Eh
Highest occupied orbital energy ... -7.348 eV
Largest force on an atom ... 4.28 eV/A

Below is 2 unconnected molecules or ions with the total composition C3H10N4, with properties calculated with wB97M-V/def2-TZVPD.

Last column: Löwdin charge in e.
Cartesian coordinates (Å):
C: 1.701 -0.379 0.450  -0.0474
C: -1.137 -0.425 0.165  -0.0239
C: -1.905 0.578 0.858  0.0127
N: 2.965 -0.336 0.007  0.2372
N: -1.571 -1.521 -0.352  0.2990
N: 0.736 0.055 -0.329  -0.0409
N: 0.669 0.986 -1.220  0.1414
H: 1.562 -0.772 1.418  0.1568
H: -1.475 1.544 0.892  0.0914
H: -2.964 0.611 0.522  0.1391
H: -1.859 0.197 1.950  0.1729
H: 3.821 -0.345 0.543  0.1608
H: -2.546 -1.760 -0.370  0.1776
H: -0.990 -2.128 -0.806  0.1217
H: 1.126 1.886 -1.219  0.1660
H: 3.138 0.095 -0.847  0.1074
H: 0.429 0.605 -2.090  0.1282

Cartesian forces (eV/Å) of the 6 atoms listed first:
C 2.9 0.6 -1.7
C 2.1 0.2 -1.0
C -0.8 -1.3 1.7
N -1.4 0.2 1.5
N -0.3 2.9 1.5
N -4.0 -2.1 2.9

M ... 102.141 g mol⁻¹
Charge ... +2
Energy above the lowest of the compared OMol25 structures with the same formula, charge and spin ... 95.5 kcal/mol
Electronic energy ... -338.56284 Eh
Highest occupied orbital energy (alpha / beta) ... -18.465 / -18.466 eV
Largest force on an atom ... 5.38 eV/A

Below is 12 unconnected molecules or ions with the total composition C32H52N13, with properties calculated with wB97M-V/def2-TZVPD.

Last column: Löwdin charge in e.
Cartesian coordinates (Å):
C: 2.175 1.924 1.810  -0.1162
C: 1.437 2.588 0.602  -0.2753
C: 1.232 4.162 0.770  -0.1998
C: 0.054 4.563 -0.200  -0.2075
C: -1.273 5.004 0.518  -0.1832
C: -1.692 4.113 1.755  -0.1419
C: -3.021 3.318 1.384  -0.1113
N: -2.552 2.090 0.662  -0.0802
C: -2.230 0.944 1.391  0.0352
C: -1.798 0.075 0.339  -0.0364
N: -1.898 0.736 -0.864  0.1113
C: -2.370 2.007 -0.666  -0.0149
H: 3.206 2.323 1.937  0.0574
H: 1.569 1.935 2.750  0.0729
H: 2.297 0.833 1.551  0.0672
H: 1.978 2.368 -0.358  0.1109
H: 0.402 2.165 0.450  0.0661
H: 2.216 4.617 0.476  0.0725
H: 1.008 4.396 1.845  0.1128
H: -0.078 3.747 -0.953  0.0910
H: 0.412 5.456 -0.784  0.1131
H: -2.095 4.894 -0.247  0.0896
H: -1.258 6.099 0.753  0.1212
H: -0.951 3.332 2.039  0.0978
H: -1.898 4.806 2.611  0.1170
H: -3.549 2.991 2.316  0.1286
H: -3.716 3.912 0.753  0.1161
H: -2.277 0.761 2.477  0.1537
H: -1.408 -0.976 0.489  0.1065
H: -1.653 0.403 -1.798  0.1593
H: -2.557 2.837 -1.365  0.1729
C: 5.591 6.292 1.124  -0.0545
C: 4.995 5.071 0.538  -0.2552
N: 4.533 4.124 0.085  0.1422
H: 5.489 7.119 0.423  0.0846
H: 5.080 6.541 2.053  0.0833
H: 6.646 6.123 1.334  0.0756
C: -6.678 5.504 1.407  -0.0623
C: -5.634 5.570 2.455  -0.2723
N: -4.833 5.633 3.278  0.1372
H: -7.437 6.262 1.595  0.0862
H: -6.233 5.682 0.429  0.0771
H: -7.147 4.521 1.413  0.0812
C: 7.011 2.804 2.800  -0.0567
C: 7.030 4.077 3.557  -0.2707
N: 7.052 5.058 4.158  0.1311
H: 8.026 2.532 2.511  0.0841
H: 6.592 2.013 3.420  0.0820
H: 6.402 2.916 1.903  0.0532
C: -3.095 -2.972 -0.747  -0.0727
C: -3.702 -4.194 -1.312  -0.2652
N: -4.174 -5.140 -1.754  0.1460
H: -3.212 -2.142 -1.447  0.0523
H: -3.581 -2.714 0.194  0.0884
H: -2.037 -3.130 -0.557  0.0311
C: 9.444 8.203 5.646  -0.0689
C: 9.244 8.632 4.245  -0.2837
N: 9.086 8.959 3.159  0.1125
H: 8.945 8.898 6.320  0.0790
H: 9.028 7.206 5.789  0.0689
H: 10.508 8.182 5.879  0.0789
C: -1.011 -6.864 -2.677  -0.0541
C: 0.368 -6.344 -2.810  -0.2730
N: 1.435 -5.935 -2.909  0.1141
H: -1.665 -6.080 -2.297  0.0436
H: -1.379 -7.195 -3.648  0.0898
H: -1.024 -7.711 -1.991  0.0530
C: 1.507 -10.104 -1.420  -0.0708
C: 0.037 -10.268 -1.477  -0.2717
N: -1.105 -10.411 -1.517  0.1240
H: 1.878 -9.751 -2.382  0.0832
H: 1.769 -9.379 -0.650  0.0686
H: 1.978 -11.057 -1.186  0.0453
C: -5.488 -1.523 -3.993  -0.0627
C: -4.101 -1.028 -4.138  -0.2738
N: -3.024 -0.648 -4.253  0.1092
H: -6.127 -0.729 -3.608  0.0809
H: -5.870 -1.845 -4.960  0.0613
H: -5.510 -2.366 -3.302  0.0726
C: -8.618 -3.576 -6.847  -0.0584
C: -8.573 -2.313 -6.076  -0.2689
N: -8.540 -1.335 -5.479  0.1266
H: -7.614 -3.849 -7.170  0.0799
H: -9.022 -4.374 -6.225  0.0833
H: -9.253 -3.451 -7.723  0.0841
C: 3.391 -10.053 2.196  -0.0600
C: 3.567 -11.067 1.134  -0.2697
N: 3.704 -11.854 0.312  0.1376
H: 3.442 -10.530 3.174  0.0824
H: 4.176 -9.301 2.124  0.0816
H: 2.421 -9.567 2.087  0.0755
C: 1.171 -2.468 -1.196  -0.0501
C: 0.466 -2.827 0.056  -0.2770
N: -0.082 -3.111 1.038  0.1376
H: 1.892 -3.245 -1.450  0.0790
H: 0.452 -2.369 -2.011  0.0791
H: 1.696 -1.521 -1.066  0.0785

Cartesian forces (eV/Å) of the 6 atoms listed first:
C -0.3 -1.1 -0.9
C -0.2 0.6 0.5
C 0.2 -1.3 -0.7
C 0.9 1.5 0.2
C -0.1 -0.8 -0.8
C -1.3 0.7 -0.4

M ... 618.859 g mol⁻¹
Charge ... +1
Electronic energy ... -1962.00591 Eh
Highest occupied orbital energy ... -12.824 eV
Largest force on an atom ... 4.67 eV/A

Below is 5 unconnected molecules or ions with the total composition C26H59BNO19P4, with properties calculated with wB97M-V/def2-TZVPD.

Last column: Löwdin charge in e.
Cartesian coordinates (Å):
C: 1.702 0.561 5.145  -0.1131
C: 1.969 -0.871 4.607  -0.2365
C: 2.613 -0.916 3.176  -0.1745
C: 1.667 -1.540 2.092  -0.1693
C: 1.192 -0.533 0.982  -0.1820
C: -0.341 -0.304 0.979  -0.1583
C: -0.807 0.174 2.394  -0.0937
C: -1.556 1.510 2.416  -0.0816
C: -2.841 1.515 2.943  0.0296
N: -3.577 2.621 3.044  0.1238
C: -3.084 3.799 2.629  -0.0215
C: -1.832 3.899 2.085  0.0526
C: -1.021 2.739 1.962  0.0331
C: 0.375 2.920 1.343  -0.4131
O: 0.586 2.440 0.260  0.1368
O: 1.218 3.671 2.072  0.2037
B: 2.580 3.228 2.080  -0.5745
C: 3.552 3.168 0.830  0.0329
O: 3.073 2.874 3.304  0.1774
H: 1.391 1.187 4.286  0.0384
H: 2.609 1.046 5.540  0.0779
H: 0.869 0.619 5.864  0.0740
H: 1.008 -1.408 4.531  0.0917
H: 2.610 -1.375 5.350  0.1036
H: 2.963 0.069 2.831  0.0850
H: 3.469 -1.609 3.247  0.1069
H: 0.762 -1.976 2.547  0.1019
H: 2.190 -2.372 1.592  0.1020
H: 1.774 0.397 1.092  0.0856
H: 1.468 -0.940 -0.010  0.0875
H: -0.681 0.397 0.207  0.1025
H: -0.788 -1.290 0.757  0.1166
H: -0.007 0.218 3.147  0.0971
H: -1.528 -0.578 2.765  0.1223
H: -3.251 0.560 3.280  0.1597
H: -4.500 2.536 3.458  0.1892
H: -3.747 4.657 2.760  0.1501
H: -1.461 4.879 1.777  0.1389
H: 3.922 2.122 0.761  0.0806
H: 4.438 3.809 0.944  0.0859
H: 2.987 3.366 -0.090  0.0634
H: 3.834 2.288 3.206  0.1130
C: 1.573 0.363 -3.247  -0.1025
O: 0.423 -0.505 -3.168  -0.2618
P: 0.258 -1.641 -4.409  0.6281
O: -1.212 -1.871 -4.244  -0.2710
O: 1.153 -2.733 -3.607  -0.2479
C: 0.863 -3.011 -2.243  -0.0887
O: 0.501 -2.520 -5.810  -0.2160
C: 0.732 -1.750 -7.009  -0.1092
H: 1.568 1.017 -2.377  0.0786
H: 2.495 -0.225 -3.244  0.0905
H: 1.528 0.972 -4.151  0.0834
H: -0.182 -2.822 -1.997  0.0855
H: 1.507 -2.411 -1.599  0.0736
H: 1.085 -4.061 -2.058  0.0731
H: 1.634 -1.145 -6.907  0.0813
H: -0.125 -1.105 -7.216  0.0873
H: 0.865 -2.442 -7.837  0.0905
C: -1.553 9.150 -1.262  -0.1175
O: -0.167 9.059 -0.879  -0.2492
P: 0.634 7.643 -1.324  0.5872
O: 1.732 7.721 -0.315  -0.2555
O: 1.066 8.233 -2.769  -0.2587
C: 1.685 9.514 -2.843  -0.0998
O: 0.925 6.087 -1.891  -0.2195
C: -0.011 5.084 -1.474  -0.1182
H: -1.934 10.116 -0.941  0.0897
H: -1.656 9.070 -2.348  0.0874
H: -2.134 8.361 -0.779  0.0752
H: 2.215 9.769 -1.925  0.0896
H: 0.933 10.275 -3.056  0.0858
H: 2.396 9.499 -3.668  0.0924
H: -1.016 5.323 -1.828  0.0870
H: -0.011 5.006 -0.383  0.0615
H: 0.294 4.130 -1.897  0.0847
C: 3.958 -8.639 0.410  -0.1124
O: 3.670 -7.354 0.998  -0.2506
P: 2.086 -6.801 0.835  0.5963
O: 2.374 -5.349 1.041  -0.2690
O: 1.623 -7.543 2.203  -0.2621
C: 2.393 -7.370 3.387  -0.1059
O: 0.470 -6.687 0.395  -0.2293
C: 0.183 -6.929 -0.995  -0.1152
H: 4.998 -8.882 0.612  0.0897
H: 3.320 -9.411 0.849  0.0871
H: 3.804 -8.605 -0.670  0.0809
H: 2.936 -6.425 3.390  0.0863
H: 3.096 -8.198 3.494  0.0858
H: 1.713 -7.390 4.238  0.0907
H: 0.474 -7.942 -1.277  0.0835
H: 0.711 -6.207 -1.623  0.0649
H: -0.888 -6.817 -1.148  0.0878
C: -4.225 -3.710 -0.389  -0.1095
O: -4.431 -2.382 0.136  -0.2628
P: -4.480 -1.139 -1.005  0.5879
O: -4.142 -0.019 -0.070  -0.2942
O: -6.081 -1.320 -1.219  -0.2562
C: -6.939 -1.375 -0.088  -0.1117
O: -4.400 -0.304 -2.436  -0.2159
C: -3.223 -0.597 -3.242  -0.1228
H: -4.243 -4.412 0.441  0.0887
H: -5.022 -3.969 -1.092  0.0895
H: -3.258 -3.775 -0.890  0.0762
H: -6.524 -0.847 0.770  0.0794
H: -7.131 -2.416 0.179  0.0858
H: -7.889 -0.915 -0.361  0.0915
H: -3.206 -1.643 -3.517  0.0622
H: -2.319 -0.344 -2.689  0.0677
H: -3.269 0.005 -4.146  0.0931

Cartesian forces (eV/Å) of the 6 atoms listed first:
C -0.3 0.2 -1.0
C 0.0 0.6 0.1
C -0.4 -1.2 0.4
C 0.0 0.4 -0.6
C 0.2 -0.4 -0.3
C 0.8 -0.2 0.6

M ... 824.454 g mol⁻¹
Charge ... +1
Electronic energy ... -3900.43430 Eh
Highest occupied orbital energy ... -11.537 eV
Largest force on an atom ... 8.01 eV/A

Below is a molecular structure, C33H43GaGeN3O7P, with properties calculated with wB97M-V/def2-TZVPD.

Last column: Löwdin charge in e.
Cartesian coordinates (Å):
Ga: 0.143 0.293 0.862  0.2817
O: 3.877 1.950 0.173  0.0368
C: 2.658 1.852 0.251  -0.5769
O: 2.038 0.819 0.679  -0.0307
C: 1.824 3.060 -0.163  -0.0329
C: 2.528 4.187 -0.513  0.0672
C: 1.884 5.362 -0.898  -0.1557
C: 0.503 5.433 -0.908  0.0617
C: -0.208 4.323 -0.529  -0.0601
C: 0.388 3.058 -0.198  -0.2553
O: -0.350 2.035 -0.021  -0.0484
N: -1.656 4.496 -0.461  -0.3500
O: -2.250 4.031 0.489  0.0816
O: -2.194 5.144 -1.352  0.0429
N: 2.649 6.527 -1.275  -0.3704
O: 3.870 6.458 -1.253  0.0434
O: 2.044 7.548 -1.585  0.0222
H: 3.607 4.127 -0.484  0.1264
H: -0.009 6.340 -1.189  0.1254
C: -3.455 1.441 -1.615  -0.1115
C: -3.930 0.559 -0.462  -0.5576
C: -4.494 1.400 0.684  -0.1217
P: -2.493 -0.418 0.175  1.1036
C: -3.264 -1.651 1.339  -0.5337
C: -2.262 -2.776 1.598  -0.1303
C: -4.619 -2.219 0.929  -0.1285
C: -2.009 -1.429 -1.247  -0.2946
C: -2.934 -2.036 -2.093  -0.0811
C: -2.579 -2.867 -3.144  -0.3090
C: -3.606 -3.477 -4.061  -0.0811
C: -1.214 -3.097 -3.312  -0.0671
C: -0.264 -2.504 -2.509  -0.0186
C: -0.613 -1.609 -1.459  -0.2781
N: 0.331 -0.982 -0.703  0.0236
C: 1.684 -1.315 -1.003  -0.2527
C: 2.387 -0.581 -1.958  -0.2073
C: 1.701 0.542 -2.682  -0.0086
C: 3.723 -0.879 -2.197  -0.0112
C: 4.374 -1.893 -1.509  -0.2783
C: 5.828 -2.194 -1.763  -0.0704
C: 3.652 -2.618 -0.569  -0.0137
C: 2.316 -2.347 -0.303  -0.1964
C: 1.550 -3.139 0.718  -0.0318
H: -4.249 2.124 -1.929  0.0762
H: -3.153 0.839 -2.474  0.0678
H: -2.596 2.033 -1.304  0.0502
H: -4.713 -0.113 -0.831  0.0817
H: -3.725 2.063 1.080  0.0650
H: -4.862 0.777 1.503  0.0595
H: -5.322 2.021 0.330  0.0734
H: -3.377 -1.088 2.272  0.0968
H: -2.096 -3.357 0.686  0.0716
H: -2.653 -3.452 2.366  0.0711
H: -1.310 -2.365 1.948  0.0318
H: -4.527 -2.819 0.021  0.0631
H: -5.370 -1.445 0.755  0.0536
H: -4.997 -2.877 1.718  0.0692
H: -3.991 -1.847 -1.923  0.0932
H: -4.603 -3.421 -3.619  0.0639
H: -3.391 -4.530 -4.261  0.0644
H: -3.650 -2.966 -5.028  0.0668
H: -0.880 -3.764 -4.103  0.1020
H: 0.781 -2.720 -2.688  0.1077
H: 0.858 0.172 -3.272  0.0821
H: 2.395 1.060 -3.345  0.0792
H: 1.290 1.265 -1.973  0.0643
H: 4.276 -0.278 -2.913  0.1091
H: 6.305 -1.378 -2.307  0.0659
H: 5.953 -3.107 -2.352  0.0676
H: 6.369 -2.332 -0.824  0.0708
H: 4.148 -3.405 -0.006  0.1084
H: 2.200 -3.870 1.202  0.0708
H: 0.716 -3.670 0.249  0.0757
H: 1.117 -2.490 1.487  0.0512
C: 0.603 -0.340 5.777  -0.2573
Ge: 1.192 0.196 3.950  0.6343
C: 1.791 2.082 4.205  -0.2392
C: 2.876 -0.794 3.629  -0.2351
C: -0.134 -0.178 2.669  -0.4055
H: 1.379 -0.139 6.521  -0.0080
H: 0.370 -1.407 5.792  -0.0061
H: -0.298 0.209 6.061  -0.0052
H: 2.546 2.172 4.992  -0.0063
H: 0.933 2.707 4.466  -0.0014
H: 2.216 2.462 3.273  -0.0038
H: 3.649 -0.503 4.346  -0.0019
H: 3.237 -0.586 2.620  0.0023
H: 2.698 -1.868 3.721  -0.0012
H: -1.155 -0.032 3.031  -0.0923

Cartesian forces (eV/Å) of the 6 atoms listed first:
Ga 0.0 0.0 0.0
O 0.0 0.0 0.0
C 0.0 0.0 0.1
O 0.0 0.0 0.0
C 0.0 0.0 0.0
C 0.0 0.0 0.0

M ... 767.028 g mol⁻¹
Charge ... -2
Electronic energy ... -6317.26613 Eh
Highest occupied orbital energy ... -0.643 eV
Largest force on an atom ... 0.18 eV/A

Below is C7H9ClN4 in the gas phase, with properties calculated with wB97M-V/def2-TZVPD.

Last column: Löwdin charge in e.
Cartesian coordinates (Å):
C: -1.362 -1.508 -0.216  -0.0044
C: -0.115 -0.699 0.018  -0.5353
C: 1.165 -1.231 -0.622  0.0177
N: 0.197 -0.785 1.452  0.0840
N: 0.289 0.246 2.076  0.0820
C: -0.002 1.353 1.274  -0.2755
C: 1.049 2.357 1.109  -0.0658
C: 1.233 3.027 -0.044  -0.1015
C: 0.454 2.582 -1.181  -0.7954
Cl: 0.515 3.425 -2.624  0.7069
N: -0.149 1.403 -1.198  0.0424
N: -0.379 0.729 -0.135  -0.0343
H: -2.155 -1.115 0.333  0.0609
H: -1.187 -2.569 0.246  0.1297
H: -1.533 -1.581 -1.238  0.0626
H: 1.914 -0.542 -0.424  0.0739
H: 0.949 -1.360 -1.623  0.0670
H: 1.285 -2.172 -0.220  0.0646
H: -0.959 1.961 1.601  0.1850
H: 1.760 2.461 1.891  0.0984
H: 2.050 3.828 -0.182  0.1369

Cartesian forces (eV/Å) of the 6 atoms listed first:
C 2.2 -2.9 1.9
C 0.0 0.6 0.6
C -2.7 1.0 0.3
N 0.1 -2.3 0.4
N 0.0 0.4 1.2
C -3.2 2.6 -2.5

SMILES string ... CC1(C)N=N[C@H]2C=CC(Cl)=NN21
M ... 184.630 g mol⁻¹
Charge ... 0
Energy above the lowest of the compared OMol25 structures with the same formula, charge and spin ... 39.3 kcal/mol
Electronic energy ... -951.22223 Eh
Highest occupied orbital energy (alpha / beta) ... -8.059 / -8.058 eV
Largest force on an atom ... 4.82 eV/A